Formula: C33H26BiF6N5O7S4
Source: the OMol25 dataset
Level of theory: ωB97M-V/def2-TZVPD

```
82
Properties=species:S:1:pos:R:3
Bi -0.3326 -0.8534 -0.4378
C 0.5890 1.7507 -4.4784
O -0.1711 2.6258 -3.5948
C -0.3506 1.9382 -2.4621
N 0.1284 0.7702 -2.3786
C 0.7961 0.4565 -3.6509
C 2.2362 0.0313 -3.4850
C 2.7837 -0.2920 -2.2534
C 4.0971 -0.7327 -2.1561
C 4.8774 -0.8572 -3.2940
C 4.3354 -0.5437 -4.5367
C 3.0253 -0.1023 -4.6280
C -1.1460 2.6062 -1.4061
C -1.5819 3.9144 -1.5472
C -2.3363 4.4542 -0.5198
C -2.5937 3.6876 0.6036
C -2.0902 2.3949 0.6558
N -1.4036 1.8534 -0.3441
C -2.1909 1.5840 1.8943
N -1.7421 0.4127 2.0343
C -1.7303 0.1674 3.5076
C -2.6549 1.2643 4.0408
O -2.6930 2.2365 2.9682
C -0.2784 0.2623 3.9678
C 0.5450 -0.6101 3.3872
C 2.5949 -1.0189 5.0273
C 2.0084 -0.1607 6.0842
C 1.2513 1.0798 5.7486
C 0.2481 1.2706 4.8762
H -0.0016 1.6081 -5.3805
H 1.5241 2.2500 -4.7166
H 0.2481 -0.3857 -4.0762
H 2.2051 -0.1815 -1.3448
H 4.5024 -0.9798 -1.1814
H 5.9017 -1.1977 -3.2154
H 4.9289 -0.6533 -5.4352
H 2.6076 0.1117 -5.6070
H -1.3322 4.4771 -2.4344
H -2.7061 5.4685 -0.5869
H -3.1491 4.0772 1.4441
H -2.1283 -0.8256 3.7077
H -3.6677 0.9064 4.2211
H -2.2866 1.7655 4.9301
H 0.6882 -2.1106 2.1640
H 3.5148 -1.5835 5.1435
H 2.5091 -0.1347 7.0453
H 1.6007 1.9466 6.2987
H -0.1675 2.2715 4.8186
F 4.1215 -3.8649 3.3072
C 3.0182 -3.8660 2.5590
F 1.9598 -3.8654 3.3736
F 2.9938 -4.9692 1.8213
S 3.0144 -2.3758 1.4847
O 1.6986 -2.4498 0.8154
O 4.1539 -2.5752 0.6502
N 3.2097 -1.1501 2.3870
S 2.3049 -0.2479 3.3805
O 0.0762 -1.7102 2.8219
O 1.4731 -1.4514 5.7573
C 1.7740 1.4361 1.4845
F 2.8790 2.1906 1.8279
F 1.7845 1.5275 0.0792
F 0.7251 2.3124 1.8255
S -1.7646 -3.0312 0.4583
C -2.8761 -2.2372 -0.5452
N -2.5611 -1.1107 -1.1550
C -3.5797 -0.6439 -1.9819
C -3.5461 0.4688 -2.8168
C -4.6669 0.7853 -3.5625
C -5.8238 0.0075 -3.4919
C -5.8632 -1.1127 -2.6808
C -4.7349 -1.4290 -1.9366
S -4.4876 -2.7854 -0.8762
H -2.6482 1.0640 -2.8982
H -4.6421 1.6485 -4.2149
H -6.6891 0.2726 -4.0844
H -6.7485 -1.7335 -2.6319
C 0.9199 -3.1430 -2.1030
O 0.0832 -1.9992 -2.1270
H 1.9570 -2.8970 -1.8565
H 0.9048 -3.5910 -3.0996
H 0.5677 -3.8936 -1.3885
```

Computed properties:
Max |F|, eV/A: 0.78
LUMO, eV: -0.50
HOMO-LUMO gap, eV: 6.8847
Net charge: 0

***

Formula: C43H31AsClNPRh
Source: the OMol25 dataset
Level of theory: ωB97M-V/def2-TZVPD

```
79
Properties=species:S:1:pos:R:3
Rh 0.2472 0.2893 -0.0153
Cl -1.2635 -1.4547 -1.1426
C -2.6461 -0.4897 -1.6514
C -3.8430 -1.1458 -1.8461
C -4.9427 -0.4038 -2.2573
C -4.8340 0.9629 -2.4649
C -3.6210 1.6028 -2.2622
C -2.5005 0.8784 -1.8559
P -0.9165 1.6927 -1.5905
C -1.2465 3.3691 -1.0509
C -1.9871 3.5507 0.1211
C -2.2529 4.8306 0.5718
C -1.7758 5.9292 -0.1358
C -1.0419 5.7491 -1.3002
C -0.7731 4.4695 -1.7636
C 0.0125 1.6998 -3.1260
C -0.5507 1.3096 -4.3378
C 0.2296 1.3177 -5.4856
C 1.5602 1.7095 -5.4250
C 2.1267 2.0917 -4.2129
C 1.3578 2.0814 -3.0613
H -3.9211 -2.2106 -1.6752
H -5.8903 -0.9027 -2.4078
H -5.6961 1.5329 -2.7822
H -3.5388 2.6717 -2.4149
H -2.3741 2.6935 0.6628
H -2.8374 4.9772 1.4701
H -1.9839 6.9290 0.2203
H -0.6838 6.6055 -1.8549
H -0.2134 4.3324 -2.6794
H -1.5880 1.0028 -4.3895
H -0.2053 1.0210 -6.4306
H 2.1608 1.7181 -6.3248
H 3.1648 2.3925 -4.1632
H 1.8009 2.3782 -2.1154
N -0.1130 0.1899 7.3474
C -0.1229 0.1810 6.1994
C -0.1299 0.1754 4.7627
C 0.0549 -1.0284 4.0759
C 0.0627 -1.0341 2.6944
C -0.1116 0.1697 2.0099
C -0.3429 1.3684 2.6882
C -0.3272 1.3723 4.0725
H 0.1920 -1.9467 4.6309
H 0.2130 -1.9683 2.1660
H -0.5150 2.2974 2.1565
H -0.4779 2.2915 4.6220
C 5.9270 1.9169 -1.8090
C 5.7139 0.7723 -2.5682
C 4.6494 -0.0678 -2.2773
C 3.8104 0.2497 -1.2142
C 4.0139 1.3961 -0.4521
C 5.0809 2.2291 -0.7520
As 2.3275 -0.8854 -0.8100
C 1.9070 -2.0880 -2.2212
C 1.5486 -1.7901 -3.5254
C 1.1913 -2.8319 -4.3694
C 1.1871 -4.1390 -3.8939
C 1.5452 -4.4267 -2.5829
C 1.9137 -3.3978 -1.7262
C 2.3373 -3.5477 -0.3118
C 2.4496 -4.7444 0.3827
C 2.8944 -4.7414 1.6986
C 3.2335 -3.5540 2.3381
C 3.1150 -2.3463 1.6645
C 2.6735 -2.3608 0.3528
H 6.7597 2.5676 -2.0396
H 6.3814 0.5301 -3.3842
H 4.4817 -0.9618 -2.8655
H 3.3553 1.6367 0.3766
H 5.2563 3.1171 -0.1600
H 1.5541 -0.7671 -3.8840
H 0.9211 -2.6296 -5.3969
H 0.9073 -4.9469 -4.5565
H 1.5440 -5.4532 -2.2409
H 2.2055 -5.6829 -0.0976
H 2.9883 -5.6787 2.2303
H 3.5947 -3.5718 3.3574
H 3.3754 -1.4182 2.1588
```

Computed properties:
Max |F|, eV/A: 0.15
LUMO (alpha / beta), eV: -5.14 / -8.55
HOMO-LUMO gap (alpha / beta), eV: 8.5337 / 5.1348
2S+1: 5
Net charge: +2